10
Properties=species:S:1:pos:R:3:forces:R:3 method="wB97M-V/def2-TZVPD" homo_lumo_gap_ev=7.419 lumo_energy_ev=-1.8 largest_force_ha_per_bohr=0.191 relative_energy_kj_mol=958.4
C -0.58504 -0.62375 -0.05504 3.2 -2.6 0.2
C -0.55384 0.75778 0.00629 5.3 -2.6 0.3
H -2.00309 -0.92196 1.35562 -0.2 -1.1 -5.1
H -2.53604 1.33893 -0.17600 3.5 -0.4 -0.4
N 0.51848 -1.34528 0.13190 -4.4 -0.8 -0.9
N 1.85457 0.68997 -0.07584 -1.6 0.2 1.4
N 0.86396 1.28826 0.26696 0.2 0.2 -1.7
N -1.44613 1.49426 -0.15191 -7.5 6.4 0.2
O -1.79593 -1.15083 -0.10487 -1.0 -0.4 6.3
O 1.65046 -0.86312 -0.15574 2.4 1.2 -0.4